Entry 1:
Density functional theory data (ωB97M-V with the def2-TZVPD basis set) for a 2-piece molecular cluster, C6H10O overall at a distorted geometry.

Each line ends with the Mulliken spin population.
Element x y z (Å)
C  -0.287  -0.931  -1.019  0.0470
C  -1.296  -0.420  -1.765  0.2513
C  1.204  -1.390  0.798  0.3489
C  0.070  -0.736  0.442  0.0708
C  -0.601  0.377  1.123  0.0409
C  -0.472  0.692  2.425  0.1588
H  0.301  -1.751  -1.427  0.0102
H  -1.094  -0.296  -2.829  0.0096
H  -2.315  -0.159  -1.481  0.0138
H  1.722  -1.475  1.746  0.0132
H  1.775  -2.004  0.019  0.0107
H  -1.287  0.937  0.467  0.0123
H  0.433  0.725  3.014  0.0040
H  -1.307  1.188  2.914  0.0086
H  1.809  1.579  -1.350  0.0006
H  0.294  1.688  -1.279  -0.0056
O  1.052  1.975  -1.795  0.0047

Results
Frontier orbital gap (spin up / spin down)   0.3191 / 0.2198 hartree
Total energy   -8419.7214 eV
Charge   +1
Energy relative to the best compared isomer or geometry (same formula, charge and spin)   79.2 kcal/mol
Multiplicity   2
E_HOMO (spin up / spin down)   -14.36 / -14.05 eV

---

Entry 2:
Density functional theory data (ωB97M-V with the def2-TZVPD basis set) for C52H46N4O5P2W as an isolated structure at a distorted geometry.

Each line ends with the Mulliken spin population.
Element x y z (Å)
W  -1.490  0.000  -0.486  0.8393
C  0.373  3.059  -4.433  -0.0001
O  -0.145  1.709  -4.499  -0.0002
C  -1.507  1.652  -4.407  -0.0111
C  -2.302  1.953  -5.500  0.0207
C  -3.689  1.889  -5.427  -0.0094
C  -4.287  1.503  -4.248  0.0210
C  -3.503  1.154  -3.144  -0.0045
C  -4.141  0.702  -1.939  0.0543
N  -3.428  0.096  -1.075  -0.0459
N  -3.817  -0.234  0.224  0.0209
C  -3.313  0.657  1.080  -0.0163
O  -2.331  1.441  0.664  0.0325
C  -3.701  0.640  2.479  0.0001
C  -3.150  1.581  3.352  -0.0003
C  -3.514  1.570  4.685  0.0009
C  -4.417  0.620  5.147  -0.0017
C  -4.971  -0.314  4.279  0.0010
C  -4.623  -0.303  2.941  -0.0024
C  -2.096  1.244  -3.211  0.0373
O  -1.276  0.959  -2.180  0.0103
H  1.448  2.990  -4.575  0.0001
H  0.167  3.499  -3.459  0.0004
H  -0.063  3.676  -5.222  -0.0005
H  -1.810  2.248  -6.420  0.0004
H  -4.289  2.138  -6.291  -0.0001
H  -5.367  1.444  -4.168  -0.0001
H  -5.200  0.853  -1.751  -0.0029
H  -2.458  2.325  2.973  -0.0002
H  -3.102  2.303  5.365  -0.0001
H  -4.700  0.612  6.193  -0.0001
H  -5.679  -1.044  4.649  0.0000
H  -5.051  -1.018  2.251  -0.0004
O  -1.618  -6.902  0.417  0.0000
C  -2.363  -6.311  -0.620  -0.0006
C  -2.109  -4.835  -0.612  0.0035
C  -2.489  -4.050  -1.705  -0.0045
C  -2.282  -2.702  -1.661  -0.0012
N  -1.700  -2.110  -0.595  -0.0076
C  -1.300  -2.856  0.454  0.0062
C  -1.511  -4.225  0.471  -0.0058
C  -0.647  -2.070  1.494  0.0692
C  0.044  -2.621  2.498  -0.0094
C  0.705  -1.832  3.569  0.0842
C  0.520  -2.523  4.907  -0.0065
O  -0.872  -2.671  5.118  -0.0006
C  0.272  -0.353  3.599  -0.0093
C  -0.134  0.186  2.221  0.0139
N  -0.800  -0.696  1.274  0.0164
H  -1.812  -7.843  0.460  0.0000
H  -3.440  -6.467  -0.488  0.0007
H  -2.091  -6.710  -1.603  0.0002
H  -2.946  -4.491  -2.582  -0.0003
H  -2.562  -2.057  -2.480  -0.0023
H  -1.213  -4.817  1.324  0.0016
H  0.105  -3.703  2.550  -0.0039
H  0.982  -1.919  5.694  0.0009
H  1.031  -3.494  4.878  0.0009
H  -1.027  -3.045  5.990  0.0007
H  -0.330  -0.054  4.454  -0.0015
H  -0.709  1.100  2.307  0.0248
C  2.114  1.175  -1.868  0.0714
P  1.140  0.066  -0.808  -0.0230
C  1.942  -0.243  0.764  0.3871
C  2.872  -1.261  0.979  -0.0849
C  3.045  -1.816  2.227  0.3837
C  2.235  -1.380  3.391  0.0156
C  1.752  0.079  3.339  0.0337
C  1.360  0.508  1.913  0.0005
C  1.142  -1.476  -1.787  0.0163
C  1.465  -2.727  -1.260  0.0324
C  1.384  -3.862  -2.053  0.0031
C  0.984  -3.768  -3.379  0.0022
C  0.650  -2.531  -3.911  -0.0022
C  0.724  -1.391  -3.124  0.0161
P  2.273  3.014  -1.593  0.0015
C  4.075  3.296  -1.721  0.0005
C  5.060  2.357  -2.007  -0.0034
C  6.394  2.738  -2.115  -0.0003
C  6.758  4.062  -1.935  0.0000
C  5.782  5.012  -1.657  0.0000
C  4.454  4.633  -1.563  0.0014
C  1.943  3.270  0.189  0.0216
C  2.927  3.338  1.178  -0.0120
C  2.581  3.633  2.491  -0.0018
C  1.251  3.851  2.834  0.0047
C  0.264  3.786  1.859  0.0075
C  0.612  3.514  0.542  0.0283
H  1.681  1.079  -2.862  0.0047
H  3.075  0.660  -1.891  -0.0170
H  3.421  -1.682  0.141  0.0174
H  3.770  -2.612  2.354  -0.0175
H  2.765  -1.611  4.316  -0.0047
H  2.288  0.815  3.932  -0.0032
H  1.493  1.572  1.758  0.0674
H  1.767  -2.827  -0.226  -0.0247
H  1.650  -4.826  -1.633  -0.0007
H  0.940  -4.656  -3.997  0.0000
H  0.343  -2.447  -4.946  0.0001
H  0.452  -0.442  -3.559  -0.0028
H  4.822  1.312  -2.160  -0.0040
H  7.146  1.993  -2.342  0.0000
H  7.797  4.358  -2.021  0.0000
H  6.055  6.052  -1.525  0.0000
H  3.700  5.388  -1.360  -0.0001
H  3.965  3.172  0.921  -0.0043
H  3.353  3.702  3.248  -0.0001
H  0.989  4.095  3.857  0.0005
H  -0.771  3.986  2.116  -0.0002
H  -0.155  3.515  -0.228  -0.0239

Results
Frontier orbital gap (spin up / spin down)   0.2227 / 0.2074 hartree
Total energy   -91256.8134 eV
Charge   +2
Energy relative to the best compared isomer or geometry (same formula, charge and spin)   0.0 kcal/mol
Multiplicity   3
E_HOMO (spin up / spin down)   -12.25 / -12.35 eV

---

Entry 3:
Density functional theory data (ωB97M-V with the def2-TZVPD basis set) for C11H15NPRh as an isolated structure at a distorted geometry.

Each line ends with the Mulliken spin population.
Element x y z (Å)
C  -0.723  -1.773  -2.208  0.1866
C  -0.734  -3.231  -2.094  0.3872
C  -1.904  -3.638  -1.362  -0.1083
C  -2.653  -2.429  -1.079  0.4416
C  -1.908  -1.302  -1.590  0.0570
Rh  0.278  1.590  -1.577  2.1056
P  0.735  2.466  -3.384  -0.0860
H  -0.019  -1.103  -2.707  0.0075
H  0.076  -3.845  -2.457  0.0188
H  -2.159  -4.664  -1.046  -0.0003
H  -2.154  -0.218  -1.594  0.0044
H  -3.588  -2.333  -0.549  0.0257
H  -0.291  3.181  -3.980  0.0039
H  1.466  1.779  -4.355  0.0083
H  1.617  3.404  -2.804  0.0056
C  1.352  1.323  4.230  -0.0335
C  0.980  0.892  2.829  0.3466
C  -0.360  0.771  2.458  0.0816
C  -0.686  0.637  1.099  0.0425
N  0.299  0.587  0.184  0.2376
C  1.598  0.491  0.535  0.3546
C  1.965  0.626  1.877  -0.1844
H  0.867  2.269  4.511  0.0182
H  1.052  0.573  4.972  0.0233
H  2.431  1.511  4.294  0.0022
H  -1.151  0.862  3.205  0.0264
H  -1.703  0.573  0.722  -0.0194
H  2.299  0.364  -0.289  0.0541
H  3.017  0.637  2.159  -0.0075

Results
Frontier orbital gap (spin up / spin down)   0.1613 / 0.2342 hartree
Total energy   -25429.5482 eV
Energy relative to the best compared isomer or geometry (same formula, charge and spin)   37.3 kcal/mol
Multiplicity   5
E_HOMO (spin up / spin down)   -3.82 / -8.06 eV

---

Entry 4:
Density functional theory data (ωB97M-V with the def2-TZVPD basis set) for C19H45I2InNOP3 as an isolated structure at a distorted geometry.

Each line ends with the Löwdin charge.
Element x y z (Å)
I  -0.958  -0.599  -4.468  0.4304
I  -2.799  0.753  0.654  1.0498
In  -2.210  0.197  -2.165  -0.0849
P  -0.876  2.338  -2.161  0.6817
C  0.844  2.321  -1.630  -0.2081
C  -0.836  2.916  -3.862  -0.2786
H  -0.530  3.977  -3.824  0.0728
H  -1.305  4.565  -1.559  0.0801
H  -1.828  2.834  -4.314  0.0587
H  -2.806  3.575  -1.488  0.0642
H  1.393  1.558  -2.162  0.0345
H  -0.123  2.341  -4.464  0.0217
C  -1.734  3.590  -1.256  -0.2653
H  1.257  3.268  -1.690  0.0591
H  -1.607  3.453  -0.170  0.0270
H  0.866  1.990  -0.513  0.0116
P  -3.464  -1.836  -2.026  0.6348
C  -2.620  -3.287  -1.370  -0.1898
C  -4.932  -1.594  -1.054  -0.2798
H  -4.399  -1.335  -4.158  0.0650
H  -4.836  -2.973  -3.556  0.0790
H  -3.209  -2.657  -4.269  0.0301
C  -4.020  -2.236  -3.658  -0.2895
H  -5.412  -0.644  -1.329  0.0650
H  -5.617  -2.431  -1.281  0.0790
H  -3.327  -4.144  -1.407  0.0926
H  -2.308  -3.134  -0.330  0.0300
H  -4.714  -1.574  0.024  0.0301
H  -1.734  -3.529  -1.976  0.0779
C  -0.458  -0.734  -1.231  -0.3882
O  0.479  -1.385  -0.750  -0.1981
C  -1.322  -1.894  1.741  -0.1843
C  -0.205  -1.024  2.337  -0.5690
C  -0.827  -0.281  3.506  -0.1166
C  0.781  -2.041  2.883  -0.0880
P  0.685  0.335  0.997  1.3167
N  -0.626  0.867  -0.390  -0.5979
C  1.765  1.588  2.122  -0.5933
C  2.691  0.686  2.947  -0.1000
C  2.526  2.565  1.190  -0.0978
C  1.064  2.475  3.155  -0.0848
C  2.629  -0.675  -0.056  -0.3688
C  2.761  -0.204  -1.499  -0.1015
C  4.020  -0.369  0.538  -0.1010
C  2.603  -2.203  -0.060  -0.0956
H  -1.336  -2.911  2.126  0.0996
H  -1.092  -2.033  0.617  0.0510
H  -2.327  -1.522  1.867  -0.0110
H  -1.427  -1.013  4.085  0.1184
H  -0.054  0.045  4.204  0.0726
H  -1.480  0.529  3.213  0.0236
H  1.173  -2.708  2.103  0.0777
H  1.599  -1.636  3.504  0.0838
H  0.248  -2.700  3.578  0.1057
H  2.779  -0.326  2.509  0.0349
H  3.704  1.109  3.041  0.1163
H  2.328  0.462  3.939  0.0828
H  1.891  3.374  0.855  0.0761
H  3.354  3.007  1.768  0.1121
H  2.960  2.101  0.298  0.0511
H  0.329  3.160  2.724  0.0895
H  0.598  1.916  3.974  0.0655
H  1.855  3.051  3.642  0.1061
H  3.146  0.825  -1.579  0.0892
H  3.592  -0.785  -1.956  0.1175
H  1.951  -0.413  -2.181  0.0627
H  4.282  -0.911  1.447  0.0888
H  4.748  -0.766  -0.163  0.0979
H  4.331  0.690  0.646  0.0920
H  2.784  -2.641  0.941  0.0868
H  1.841  -2.796  -0.552  0.0856
H  3.504  -2.518  -0.619  0.1123

Results
Frontier orbital gap   0.2212 hartree
Total energy   -73190.8838 eV
Charge   +2
Energy relative to the best compared isomer or geometry (same formula, charge and spin)   104.0 kcal/mol
Multiplicity   1
E_HOMO   -14.06 eV